Record 1
Molecular formula: C46H64Br30O27
Method: DFT, ωB97M-V with the def2-TZVPD basis set

For the HOMO-LUMO gap, the calculation gives 9.3 eV. The LUMO energy is -0.637 eV. As for the net charge: 0. Its multiplicity is 1. The highest occupied orbital energy comes out at -9.96 eV.

Structure (XYZ):
```
167
Properties=species:S:1:pos:R:3:mulliken_charge:R:1
C -4.23 -2.85 -2.49 -0.81
C -4.35 -2.17 -3.93 0.50
C -2.98 -1.96 -4.54 0.11
O -3.12 -2.30 -5.94 -0.11
C -4.32 -2.91 -6.11 0.48
O -4.72 -3.34 -7.15 -0.57
O -4.98 -2.97 -4.94 -0.42
H -3.61 -2.13 -1.90 -0.04
H -3.67 -3.84 -2.55 0.27
H -5.20 -3.05 -2.07 0.49
H -4.80 -1.18 -3.81 0.06
H -2.25 -2.69 -4.16 0.00
H -2.58 -0.94 -4.36 -0.03
C 5.35 9.29 1.06 -1.35
C 5.16 7.77 1.02 0.33
C 3.91 7.18 1.66 -0.23
O 3.12 6.73 0.52 -0.20
C 3.82 6.87 -0.61 0.42
O 3.35 6.68 -1.69 -0.50
O 5.12 7.35 -0.34 -0.31
H 6.41 9.53 0.95 0.34
H 4.95 9.61 2.03 0.37
H 4.71 9.70 0.24 0.32
H 6.09 7.44 1.53 0.22
H 3.39 7.99 2.12 0.34
H 4.14 6.25 2.23 0.21
C -6.17 -3.40 1.76 -1.05
C -4.99 -4.40 1.77 0.58
C -3.63 -3.90 1.31 0.29
O -2.73 -4.49 2.28 0.08
C -3.43 -4.95 3.35 0.29
O -2.91 -5.15 4.36 -0.49
O -4.75 -4.89 3.10 -0.44
H -6.64 -3.53 0.79 0.42
H -5.84 -2.38 1.89 -0.12
H -6.93 -3.59 2.50 0.38
H -5.32 -5.25 1.17 0.25
H -3.52 -2.80 1.36 -0.24
H -3.34 -4.19 0.31 -0.12
C -1.72 -2.57 7.25 -1.36
C -0.50 -2.19 6.48 0.56
C -0.30 -2.99 5.22 0.06
O -0.34 -2.01 4.18 0.58
C -0.43 -0.80 4.68 -0.26
O -0.50 0.22 4.06 -0.33
O -0.72 -0.84 6.02 -0.38
H -1.94 -1.96 8.12 0.38
H -1.76 -3.65 7.50 0.36
H -2.56 -2.41 6.59 0.25
H 0.41 -2.15 7.08 0.23
H -1.04 -3.77 5.11 0.02
H 0.70 -3.48 5.25 0.03
C 0.57 -5.06 2.70 0.07
C 1.54 -6.04 3.41 0.36
C 1.36 -7.56 2.93 -0.41
O 2.55 -7.88 2.28 -0.38
C 3.46 -6.84 2.34 0.44
O 4.58 -6.86 1.91 -0.55
O 2.90 -5.76 2.89 -0.05
H 0.60 -5.24 1.61 0.18
H 0.91 -4.06 2.94 -0.62
H -0.39 -5.30 3.10 0.14
H 1.60 -5.93 4.52 0.24
H 0.46 -7.65 2.31 0.29
H 1.21 -8.25 3.82 0.27
C -3.79 2.19 -3.91 -1.11
C -4.25 3.31 -2.97 1.13
C -5.02 4.41 -3.63 -0.19
O -6.27 4.42 -2.97 -0.39
C -6.20 3.57 -1.92 0.38
O -7.07 3.43 -1.09 -0.61
O -5.06 2.85 -1.91 0.29
H -3.17 2.62 -4.72 0.17
H -4.68 1.75 -4.38 0.41
H -3.18 1.43 -3.51 -0.09
H -3.39 3.71 -2.42 -0.48
H -5.12 4.37 -4.74 0.31
H -4.47 5.37 -3.51 0.16
C 7.29 -4.58 0.01 -1.47
C 6.97 -3.57 1.09 0.55
C 5.48 -3.60 1.50 0.52
O 5.58 -3.19 2.83 0.04
C 6.77 -3.64 3.33 0.45
O 6.98 -3.68 4.51 -0.58
O 7.64 -3.89 2.32 -0.42
H 6.67 -4.43 -0.88 0.34
H 7.13 -5.62 0.26 0.35
H 8.34 -4.42 -0.34 0.36
H 7.23 -2.56 0.83 0.28
H 4.99 -4.59 1.51 -0.57
H 4.85 -2.88 0.92 0.14
C 0.15 4.70 -2.05 -0.19
C -0.19 6.05 -2.69 0.28
C 0.76 6.47 -3.76 -0.23
O -0.13 7.12 -4.73 -0.44
C -1.34 6.62 -4.62 0.40
O -2.18 6.83 -5.37 -0.51
O -1.50 5.95 -3.47 -0.10
H 1.06 4.84 -1.48 0.20
H 0.22 3.91 -2.79 -0.10
H -0.71 4.49 -1.39 -0.22
H -0.37 6.81 -1.93 0.35
H 1.17 5.57 -4.23 0.21
H 1.56 7.15 -3.48 0.19
C 1.16 -0.85 1.05 -0.10
C 0.42 0.33 0.49 0.80
C 1.01 0.97 -0.77 0.63
O 0.41 0.27 -1.87 0.35
C -0.71 -0.26 -1.40 -0.52
O -1.55 -0.76 -2.09 -0.09
O -0.82 -0.24 -0.06 0.18
H 1.26 -1.62 0.27 -0.17
H 0.51 -1.29 1.82 -0.24
H 2.11 -0.55 1.47 0.16
H 0.21 1.03 1.30 0.10
H 2.06 0.74 -0.77 -0.17
H 0.83 2.04 -0.89 -0.63
C 5.92 3.03 -0.65 -0.56
Br 4.03 3.37 -1.17 0.14
Br 6.07 1.40 0.29 0.00
Br 6.73 4.54 0.24 -0.03
H 6.40 3.00 -1.60 0.48
C -1.64 -1.24 -8.28 0.23
Br -2.25 0.58 -8.08 -0.02
Br -0.10 -1.48 -7.25 0.02
Br -1.36 -1.73 -10.03 0.00
H -2.46 -1.90 -8.01 -0.23
C 0.94 -5.04 -1.83 -0.58
Br 0.68 -6.89 -1.86 0.01
Br 2.51 -4.55 -0.74 0.09
Br -0.55 -4.07 -1.12 0.16
H 1.10 -4.68 -2.79 0.25
C -3.10 5.14 1.13 -0.43
Br -3.17 6.16 -0.44 -0.05
Br -1.94 5.87 2.45 -0.09
Br -2.69 3.33 0.81 0.27
H -4.10 5.18 1.53 0.44
C 2.19 2.61 3.53 0.54
Br 3.01 3.70 4.87 -0.05
Br 3.51 1.77 2.44 0.12
Br 1.04 3.52 2.42 -0.01
H 1.62 1.81 4.00 -0.60
C 0.45 2.20 -6.16 0.35
Br 1.43 2.42 -7.70 0.04
Br -0.78 3.66 -5.95 -0.02
Br 1.60 2.15 -4.62 0.09
H -0.17 1.31 -6.25 -0.46
C -5.96 0.44 0.20 0.24
Br -6.43 0.37 2.06 -0.07
Br -6.99 -0.67 -0.88 -0.09
Br -4.15 0.08 -0.10 0.28
H -6.30 1.44 -0.17 -0.22
C 3.96 -1.21 5.36 -0.58
Br 2.95 -1.99 3.96 0.19
Br 2.87 -0.07 6.38 -0.12
Br 5.47 -0.20 4.74 -0.10
H 4.34 -2.01 5.94 0.60
C 3.17 -1.80 -4.11 -0.46
Br 3.55 -0.88 -5.71 -0.07
Br 1.35 -2.34 -4.12 -0.04
Br 3.63 -0.93 -2.52 0.12
H 3.76 -2.69 -4.22 0.40
C -3.71 0.47 4.94 -0.09
Br -3.64 -1.25 4.03 -0.05
Br -5.27 0.54 6.07 -0.04
Br -3.55 1.87 3.74 -0.04
H -2.79 0.46 5.49 0.13
```

Record 2
Molecular formula: C46H64ClGe2InN3O4S
Method: DFT, ωB97M-V with the def2-TZVPD basis set

For the HOMO-LUMO gap, the calculation gives 7.7 eV. The LUMO energy is 2.390 eV. As for the net charge: -1. Its multiplicity is 1. The highest occupied orbital energy comes out at -5.27 eV.

Structure (XYZ):
```
122
Properties=species:S:1:pos:R:3:mulliken_charge:R:1
In -0.37 -0.05 -0.42 0.84
C 3.56 1.08 -3.92 -1.80
C 3.00 -0.11 -3.15 3.74
C 4.13 -0.88 -2.46 -1.69
C 2.26 -1.13 -3.99 -0.44
C 2.91 -1.68 -5.09 -0.29
C 2.40 -2.80 -5.72 -1.53
C 1.36 -3.46 -5.10 -0.52
C 0.69 -2.95 -3.99 0.35
C -0.22 -3.96 -3.30 0.30
C -0.46 -3.66 -1.82 -0.93
C -1.53 -4.22 -4.04 -1.41
C 1.03 -1.66 -3.54 -1.07
N 0.18 -0.84 -2.77 1.22
C -0.35 0.13 -3.46 -0.53
C -1.27 1.09 -3.01 1.02
C -1.93 2.04 -3.80 -1.98
C -2.76 2.76 -2.95 -1.55
C -2.57 2.23 -1.66 -0.46
N -1.68 1.23 -1.71 0.74
C -3.17 2.78 -0.39 3.22
C -2.70 2.01 0.84 -0.81
C -4.70 2.77 -0.45 -1.80
C -2.69 4.24 -0.26 -1.92
H 4.12 1.72 -3.24 0.31
H 2.75 1.66 -4.37 0.38
H 4.23 0.75 -4.71 0.36
H 2.33 0.26 -2.36 -2.10
H 4.77 -1.36 -3.20 0.45
H 3.71 -1.64 -1.81 0.35
H 4.73 -0.20 -1.86 0.42
H 3.83 -1.24 -5.43 0.37
H 2.84 -3.17 -6.63 0.36
H 1.06 -4.43 -5.48 0.47
H 0.35 -4.89 -3.35 0.95
H 0.31 -3.00 -1.43 -0.74
H -0.43 -4.58 -1.23 0.67
H -1.43 -3.21 -1.64 0.30
H -2.17 -3.34 -4.03 0.16
H -2.07 -5.02 -3.54 0.41
H -1.35 -4.52 -5.07 0.45
H -0.12 0.20 -4.53 0.43
H -1.80 2.19 -4.86 0.72
H -3.41 3.56 -3.23 0.54
H -3.07 0.99 0.82 -0.35
H -3.09 2.49 1.74 0.69
H -1.61 2.00 0.89 -0.74
H -5.08 1.81 -0.13 0.23
H -5.06 2.96 -1.46 0.18
H -5.11 3.54 0.20 0.57
H -1.61 4.28 -0.29 0.24
H -3.04 4.66 0.68 0.53
H -3.09 4.84 -1.07 0.38
C -5.14 0.44 -5.67 -1.62
C -4.72 -0.05 -4.32 0.99
C -5.53 0.15 -3.20 -1.16
C -5.12 -0.29 -1.96 -0.69
C -3.90 -0.93 -1.81 0.17
C -3.11 -1.16 -2.91 0.45
C -3.52 -0.73 -4.16 -0.27
S -3.50 -1.60 -0.20 1.43
O -3.88 -3.00 -0.29 -0.81
O -4.25 -0.83 0.77 -0.79
N -1.91 -1.49 0.04 0.18
C -1.51 -2.29 1.16 -1.05
C -0.01 -2.34 1.32 0.07
O 0.47 -2.86 2.33 -0.69
O 0.72 -1.81 0.44 -0.42
H -6.11 0.93 -5.63 0.37
H -5.21 -0.40 -6.37 0.34
H -4.40 1.14 -6.06 0.32
H -6.47 0.67 -3.30 0.32
H -5.74 -0.16 -1.08 0.62
H -2.16 -1.65 -2.77 -0.81
H -2.89 -0.91 -5.03 0.54
H -1.90 -3.31 1.06 0.54
H -1.91 -1.88 2.11 0.45
C 4.50 -2.28 4.26 -1.04
C 3.07 -1.81 4.04 -0.77
Ge 2.53 -1.55 2.08 1.13
C 3.11 -3.15 0.89 -0.18
C 4.59 -3.51 0.86 -1.33
C 3.69 -0.09 1.31 -1.09
C 3.46 1.01 0.59 0.78
Ge 1.57 1.73 0.24 1.41
C 1.09 3.01 1.78 -0.60
C 1.56 4.46 1.69 -1.24
C 1.28 2.81 -1.50 1.50
C 2.11 3.96 -2.05 -1.64
C 4.60 1.84 0.17 0.39
C 4.45 3.21 -0.03 -0.21
C 5.52 4.03 -0.33 -1.20
C 6.79 3.50 -0.42 -0.58
C 6.97 2.13 -0.27 -0.94
C 5.89 1.31 -0.01 -0.48
H 4.73 -2.34 5.33 0.38
H 5.22 -1.61 3.80 0.22
H 4.63 -3.27 3.84 0.23
H 2.91 -0.86 4.55 0.43
H 2.37 -2.53 4.46 0.44
H 2.78 -2.89 -0.11 -0.20
H 2.53 -4.02 1.20 0.44
H 5.20 -2.61 0.74 0.12
H 4.80 -4.16 0.01 0.40
H 4.89 -4.02 1.77 0.41
H 4.72 -0.33 1.57 0.36
H 1.46 2.57 2.70 0.63
H 0.00 3.00 1.83 0.23
H 2.63 4.53 1.84 0.32
H 1.08 5.05 2.47 0.44
H 1.30 4.90 0.73 0.19
H 0.26 3.18 -1.34 -0.48
H 1.19 2.06 -2.29 -0.64
H 2.13 4.81 -1.38 0.32
H 1.66 4.29 -2.99 0.44
H 3.13 3.66 -2.26 0.22
H 3.46 3.62 0.06 0.64
H 5.36 5.09 -0.49 0.42
H 7.64 4.13 -0.63 0.37
H 7.95 1.70 -0.38 0.43
H 6.04 0.25 0.07 0.39
Cl 0.89 -0.01 2.62 -0.23
```

Record 3
Molecular formula: C46H64HgN3O2
Method: DFT, ωB97M-V with the def2-TZVPD basis set

As for the expectation value of S²: 0.78. For the HOMO-LUMO gap (alpha / beta), the calculation gives 5.2 / 5.6 eV. The LUMO energy (alpha / beta) is -0.657 / -0.676 eV. As for the net charge: 0. Its multiplicity is 2. The highest occupied orbital energy (alpha / beta) comes out at -5.81 / -6.26 eV.

Structure (XYZ):
```
116
Properties=species:S:1:pos:R:3:mulliken_spin:R:1
Hg 0.18 -0.20 0.37 -0.04
C 2.42 3.96 -5.67 0.00
C 1.38 2.81 -5.63 -0.01
C 0.00 3.41 -5.90 0.00
C 1.71 1.84 -6.77 0.00
C 1.50 2.09 -4.28 0.00
C 0.46 2.07 -3.38 0.09
C 0.61 1.54 -2.10 -0.07
N -0.36 1.36 -1.14 0.38
C -1.54 2.01 -1.07 0.09
C -1.89 3.21 -1.72 0.06
C -3.15 3.76 -1.62 0.01
C -4.06 3.17 -0.68 0.04
C -3.73 2.08 0.09 0.01
C -2.46 1.43 -0.11 0.11
O -2.16 0.37 0.52 0.14
C -4.63 1.56 1.23 -0.01
C -3.79 1.39 2.52 0.00
C -5.69 2.59 1.51 0.00
C -5.28 0.22 0.85 0.00
C -3.42 5.07 -2.36 0.01
C -2.45 6.19 -1.91 0.00
C -4.80 5.62 -2.06 0.02
C -3.32 4.83 -3.86 0.01
C 1.86 0.96 -1.74 0.07
O 2.06 0.51 -0.52 0.04
C 2.88 0.77 -2.73 -0.05
C 2.68 1.44 -3.93 0.06
C 4.18 0.01 -2.46 0.01
C 5.35 0.96 -2.19 0.00
C 4.58 -0.78 -3.70 0.00
C 4.06 -1.05 -1.36 0.00
H 2.47 4.34 -6.71 0.00
H 3.40 3.58 -5.40 0.00
H 2.18 4.80 -5.03 0.00
H -0.05 3.88 -6.89 0.00
H -0.26 4.21 -5.21 0.00
H -0.78 2.65 -5.86 0.00
H 1.71 2.36 -7.74 0.00
H 0.90 1.10 -6.73 0.00
H 2.69 1.38 -6.62 0.00
H -0.51 2.45 -3.67 0.00
H -1.11 3.72 -2.30 -0.01
H -5.01 3.64 -0.55 0.02
H -3.34 2.34 2.83 0.00
H -3.04 0.63 2.37 0.00
H -4.49 1.12 3.30 0.00
H -5.24 3.59 1.70 0.00
H -6.27 2.31 2.39 0.00
H -6.41 2.73 0.67 0.00
H -4.53 -0.53 0.61 0.00
H -5.86 0.36 -0.08 0.00
H -6.00 -0.15 1.62 0.00
H -2.62 6.37 -0.86 0.00
H -2.62 7.12 -2.46 0.00
H -1.42 5.86 -2.01 0.00
H -4.88 5.82 -1.00 0.00
H -5.61 4.92 -2.35 0.00
H -4.97 6.57 -2.60 0.00
H -2.34 4.42 -4.13 -0.01
H -3.46 5.76 -4.41 0.00
H -4.05 4.12 -4.24 0.00
H 3.53 1.50 -4.61 0.02
H 5.51 1.62 -3.03 0.00
H 6.25 0.36 -2.03 0.00
H 5.06 1.51 -1.29 0.00
H 4.68 -0.21 -4.59 0.00
H 3.89 -1.61 -3.93 0.00
H 5.58 -1.17 -3.54 0.00
H 4.11 -0.61 -0.36 0.00
H 4.88 -1.78 -1.46 0.00
H 3.11 -1.60 -1.46 0.00
C 1.26 -2.15 7.20 0.00
C 2.53 -1.82 6.42 0.00
C 3.28 -0.72 7.16 0.00
C 3.41 -3.07 6.36 0.00
C 2.12 -1.45 5.01 0.00
C 2.27 -0.16 4.51 0.00
C 1.79 0.13 3.24 0.00
N 1.18 -0.79 2.48 0.00
C 1.05 -2.03 2.91 0.00
C 1.52 -2.37 4.18 0.00
C 0.37 -3.00 2.01 0.01
C 0.34 -4.35 2.29 0.00
C -0.32 -5.24 1.45 0.00
C -0.86 -4.73 0.26 0.01
C -0.77 -3.38 0.02 0.00
N -0.18 -2.53 0.87 -0.01
C -0.42 -6.68 1.83 0.00
C -1.22 -6.78 3.11 0.00
C 0.98 -7.24 2.06 0.00
C -1.08 -7.56 0.73 0.00
H 1.56 -2.59 8.17 0.00
H 0.66 -2.87 6.67 0.00
H 0.65 -1.26 7.39 0.00
H 3.53 -1.01 8.18 0.00
H 2.67 0.18 7.17 0.00
H 4.25 -0.49 6.64 0.00
H 3.58 -3.48 7.36 0.00
H 4.35 -2.84 5.80 0.00
H 2.94 -3.87 5.78 0.00
H 2.64 0.64 5.11 0.00
H 1.92 1.11 2.78 0.00
H 1.31 -3.34 4.52 0.00
H 0.84 -4.70 3.20 0.00
H -1.37 -5.36 -0.46 0.00
H -1.15 -2.97 -0.92 0.00
H -0.73 -6.29 3.97 0.00
H -1.34 -7.83 3.39 0.00
H -2.18 -6.28 2.95 0.00
H 1.55 -6.68 2.80 0.00
H 1.58 -7.18 1.14 0.00
H 0.92 -8.29 2.39 0.00
H -2.14 -7.32 0.57 0.00
H -1.03 -8.60 0.99 0.00
H -0.56 -7.42 -0.22 0.00
```